An isolated molecule of C4H5N3 in a non-equilibrium geometry, computed with ωB97M-V/def2-TZVPD.

**HOMO**: -9.56 eV
**Frontier orbital gap**: 9.68 eV
**SMILES**: Cc1ccnnn1
**LUMO level**: 0.11 eV

```
! RIJCOSX wB97M-V def2-TZVPD def2/J DEFGRID3
* xyz 0 1
C 1.37693 1.37198 0.08744
C 0.29309 0.15750 0.22923
C 0.16433 -0.88056 -0.64620
C -1.08714 -1.42246 -0.29893
N -2.15330 -0.89213 0.42352
N -1.94519 0.20488 1.06564
N -0.76436 0.66526 0.93927
H 2.22062 0.97533 0.91078
H 1.49745 1.40791 -1.00996
H 1.05273 2.52669 0.42678
H 0.80056 -1.66910 -1.29560
H -1.45571 -2.44531 -0.83196
*
```

---

A cluster of 13 separate species, C16H58N6O13 in total in a non-equilibrium geometry, computed with ωB97M-V/def2-TZVPD.

**HOMO**: -9.51 eV
**Frontier orbital gap**: 9.63 eV
**LUMO level**: 0.12 eV

```
! RIJCOSX wB97M-V def2-TZVPD def2/J DEFGRID3
* xyz 0 1
C -2.71701 5.89825 3.26843
C -2.67678 4.72066 4.25309
O -3.08135 5.13680 5.53061
H -3.77967 6.27226 3.14132
H -2.32962 5.68050 2.24065
H -2.19197 6.73854 3.70531
H -1.66806 4.41560 4.26813
H -3.28938 3.91816 3.84555
H -3.34645 4.40732 6.04876
C 0.00638 9.13887 2.39469
C 0.06277 10.58224 1.87684
O -0.72303 11.26151 2.80957
H -0.98392 8.67479 2.07079
H 0.06344 9.01232 3.40312
H 0.73913 8.54050 1.85870
H -0.25754 10.70531 0.78852
H 1.00200 11.02510 1.83413
H -0.26279 11.37248 3.61006
C -3.99250 9.06068 1.04038
C -4.35685 10.46980 1.48342
O -5.19929 11.11667 0.59954
H -4.91413 8.48594 1.19378
H -3.25274 8.62657 1.72501
H -3.66714 8.92857 0.01807
H -3.46858 11.11738 1.76610
H -4.88929 10.38722 2.46252
H -4.71733 11.63929 -0.03850
C -0.03422 6.88807 -0.29011
O -0.22944 8.27367 -0.29574
N -0.99591 6.05561 -0.13830
N 1.10480 6.33557 -0.43771
H -1.90401 6.47436 0.14006
H -0.87321 5.04379 -0.15515
H 1.90306 6.99554 -0.61370
H 1.35612 5.35244 -0.34296
C 0.20584 1.64224 2.50710
O 0.10713 0.31549 2.63586
N -0.17900 2.51208 3.39979
N 0.76731 2.16681 1.42172
H -0.63106 2.11368 4.26339
H 0.04188 3.47178 3.33707
H 1.24348 1.48687 0.83233
H 1.26964 3.03319 1.37916
C 3.08122 9.30555 -0.55455
O 3.18463 7.99551 -0.14567
N 4.00478 10.20336 -0.55262
N 2.01093 9.78163 -1.01043
H 4.93802 9.82162 -0.39470
H 3.75432 11.26508 -0.58951
H 1.08030 9.33304 -0.75880
H 1.94505 10.79824 -1.33401
C -3.95501 6.11818 -1.02540
O -3.97016 5.61309 0.32508
H -3.30923 7.04038 -1.10433
H -4.97857 6.33161 -1.25072
H -3.65559 5.40987 -1.79037
H -4.28237 4.72890 0.31078
C -1.04622 3.32315 -1.73451
O -0.78680 3.44997 -0.30697
H -1.50458 2.41048 -1.92579
H -0.11021 3.49481 -2.30683
H -1.79506 4.08111 -1.89172
H -0.30434 2.75383 0.16263
C -0.78499 7.54616 -3.66385
O -1.42946 6.42377 -3.08855
H -1.56546 8.21449 -3.99999
H -0.28584 7.22822 -4.53692
H -0.13198 8.01409 -2.87254
H -1.40116 6.49725 -2.13349
C -1.87611 10.13770 -1.71293
O -2.52905 10.83016 -2.71023
H -0.77085 10.04175 -1.87148
H -2.24291 9.09592 -1.73300
H -2.01890 10.64820 -0.71893
H -1.95690 10.76258 -3.43872
C 3.44497 4.41069 1.26242
O 2.72379 3.85024 0.16606
H 4.49829 4.32953 1.06153
H 3.22090 3.91100 2.26042
H 3.18076 5.48353 1.39299
H 3.07845 2.95153 0.01544
C 1.17714 5.97504 3.41595
O 0.68776 5.10715 2.41905
H 1.70477 5.47942 4.19442
H 0.26597 6.42447 3.86790
H 1.72241 6.75530 2.89435
H 0.35624 5.69156 1.71486
C 2.92697 5.68705 -2.89112
O 1.50926 5.44480 -2.94985
H 3.31084 5.12668 -2.05574
H 3.08268 6.75423 -2.77078
H 3.32567 5.43201 -3.87725
H 1.13452 6.08331 -2.26997
*
```

---

A structure of composition C4H12CsO2 in a non-equilibrium geometry, computed with ωB97M-V/def2-TZVPD.

**HOMO (spin up / spin down)**: -18.28 / -17.57 eV
**Frontier orbital gap (spin up / spin down)**: 10.71 / 3.88 eV
**LUMO level (spin up / spin down)**: -7.57 / -13.69 eV

```
! RIJCOSX wB97M-V def2-TZVPD def2/J DEFGRID3
* xyz 2 2
Cs 1.05800 -1.34423 -2.76795
C 2.72546 -0.95360 0.86466
C 1.40024 -0.23042 0.83670
O 0.47615 -1.04469 1.39948
H 3.39602 -0.59125 0.08546
H 2.56757 -2.00675 0.63218
H 3.21789 -0.86705 1.83323
H 1.03862 -0.09685 -0.18285
H 1.53711 0.77154 1.24345
H 0.43948 -1.83777 0.85977
C -2.50622 0.79201 0.17961
C -1.56932 1.37596 -0.86663
O -1.06585 0.44048 -1.79850
H -3.21798 0.10739 -0.28168
H -3.13983 1.51563 0.69246
H -1.88285 0.21924 0.86623
H -0.67512 1.91169 -0.54803
H -2.14489 2.14471 -1.38223
H -1.65456 -0.30604 -1.66536
*
```

---

The ion C2H9N4O with charge +1 in a non-equilibrium geometry, computed with ωB97M-V/def2-TZVPD.

**HOMO**: -12.53 eV
**Frontier orbital gap**: 8.83 eV
**SMILES**: CO/N=C(/[NH3+])NN
**LUMO level**: -3.69 eV

```
! RIJCOSX wB97M-V def2-TZVPD def2/J DEFGRID3
* xyz 1 1
C 3.02266 -0.02844 -0.31573
O 1.64628 -0.30679 -0.51790
N 0.91805 0.33196 0.45562
C -0.44557 0.14583 0.31545
N -1.27995 0.82792 1.23836
N -1.00131 -0.61794 -0.69398
N -2.45715 -0.60681 -0.65258
H 3.39793 0.45826 -1.24316
H 3.67042 -0.91689 -0.18635
H 3.05423 0.60853 0.53905
H -1.33193 0.59888 2.25757
H -1.03287 1.91814 1.24100
H -2.19673 0.50058 0.88992
H -0.46555 -1.06580 -1.46017
H -2.67302 -1.54975 -0.32634
H -2.82549 -0.29771 -1.54076
*
```

---

An isolated molecule of C5H14N2 in a non-equilibrium geometry, computed with ωB97M-V/def2-TZVPD.

**HOMO**: -8.47 eV
**Frontier orbital gap**: 9.58 eV
**SMILES**: CNCCN(C)C
**LUMO level**: 1.11 eV

```
! RIJCOSX wB97M-V def2-TZVPD def2/J DEFGRID3
* xyz 0 1
C -1.77805 -1.21281 -2.23584
N -0.57929 -0.53634 -1.52870
C -1.18226 -0.28261 -0.20248
C -0.48602 0.70995 0.81410
N 0.92912 0.61091 0.66306
C 1.55210 -0.71974 0.89647
C 1.67298 1.57570 1.60646
H -1.30865 -1.77272 -3.06335
H -2.60437 -0.56078 -2.58844
H -2.26079 -2.06345 -1.62049
H -0.54561 0.30172 -2.12192
H -0.98140 -1.24805 0.24472
H -2.28272 0.01783 -0.20700
H -0.84179 1.63291 0.39415
H -0.86512 0.36134 1.81587
H 1.42220 -1.35551 -0.13007
H 2.68007 -0.53006 1.13664
H 1.01619 -1.30042 1.68299
H 1.21434 2.54894 1.32353
H 2.73263 1.64852 1.19522
H 1.50374 1.37488 2.72528
*
```

---

A cluster of 5 separate species, C43H97ClN16O8P4S in total in a non-equilibrium geometry, computed with ωB97M-V/def2-TZVPD.

**HOMO**: -7.97 eV
**Frontier orbital gap**: 6.35 eV
**SMILES**: CCCNC1=C(CCSc2nnco2)C(=O)C(CC(=O)Cl)=C(CCCCN)C1=O.CN(C)P(=O)(N(C)C)N(C)C.CN(C)P(=O)(N(C)C)N(C)C.CN(C)P(=O)(N(C)C)N(C)C.CN(C)P(=O)(N(C)C)N(C)C
**LUMO level**: -1.62 eV

```
! RIJCOSX wB97M-V def2-TZVPD def2/J DEFGRID3
* xyz 0 1
C -2.83353 11.76970 -0.96995
C -3.09645 10.31036 -0.53185
C -3.78371 10.25086 0.83872
N -4.37775 8.90671 1.08588
C -3.35288 7.93981 1.31406
C -3.14647 6.93717 0.45453
C -3.98776 6.77922 -0.79485
C -5.14098 5.82710 -0.42233
S -6.15900 5.36993 -1.86382
C -7.05226 3.99528 -1.19837
N -6.53316 3.28360 -0.27252
N -7.46121 2.32177 0.07590
C -8.46332 2.53281 -0.68431
O -8.29560 3.57326 -1.52765
C -2.08282 5.89316 0.73764
O -2.16212 4.86160 0.10334
C -1.02844 6.14147 1.78209
C 0.27630 5.34813 1.88984
C 0.62850 4.50810 0.66297
O 0.14627 3.43867 0.46029
Cl 1.85983 5.13167 -0.49964
C -1.23637 7.13897 2.65328
C -0.28212 7.55079 3.75350
C -0.02400 6.46849 4.83460
C -1.30571 5.75648 5.34227
C -1.33913 4.25309 5.00462
N -2.37089 3.55336 5.80273
C -2.49784 7.98120 2.55331
O -2.84101 8.68611 3.47981
H -2.19177 12.30257 -0.25966
H -3.80054 12.27773 -1.05558
H -2.35102 11.74600 -1.95283
H -2.15934 9.74104 -0.51724
H -3.77592 9.86887 -1.27007
H -4.60243 10.97740 0.89983
H -3.06700 10.46950 1.64622
H -4.93669 8.94520 1.93499
H -4.36612 7.74576 -1.13182
H -3.38789 6.39387 -1.62977
H -4.68546 4.90405 -0.05396
H -5.76591 6.30826 0.33503
H -9.32488 1.88442 -0.60132
H 0.16426 4.64915 2.72453
H 1.07700 6.05686 2.12262
H -0.64397 8.44373 4.27150
H 0.68629 7.81695 3.30133
H 0.46623 6.96456 5.68076
H 0.68115 5.71304 4.47139
H -1.27031 5.79166 6.44221
H -2.24003 6.23651 5.02473
H -0.37867 3.80326 5.30104
H -1.50749 4.09394 3.92873
H -2.97489 3.00708 5.20303
H -2.92811 4.24890 6.28442
C -4.22036 -1.62505 0.12788
N -5.50559 -1.85345 0.75243
C -6.45560 -0.83974 0.29297
P -5.75221 -2.34179 2.38094
O -7.07665 -3.05487 2.18268
N -4.84349 -3.78996 2.72957
C -4.47196 -4.67150 1.63391
C -5.44175 -4.57820 3.80321
N -4.40137 -1.33584 2.97928
C -3.15684 -1.88336 3.50281
C -4.89538 -0.30607 3.91723
H -3.78461 -0.65187 0.39481
H -4.33421 -1.64993 -0.95875
H -3.49135 -2.39494 0.37211
H -6.20712 0.15089 0.68969
H -7.47088 -1.08365 0.60873
H -6.47244 -0.78266 -0.79808
H -5.30581 -4.88525 0.95413
H -4.09295 -5.62376 2.01364
H -3.64708 -4.24760 1.05797
H -6.29729 -5.16926 3.45962
H -5.78997 -3.92774 4.61125
H -4.69732 -5.25440 4.23228
H -3.29460 -2.46183 4.42033
H -2.47305 -1.05693 3.72415
H -2.65167 -2.50208 2.76543
H -5.20154 -0.74206 4.87447
H -5.76179 0.20845 3.48796
H -4.13297 0.45262 4.10410
C 0.32212 -7.51125 -1.40911
N 0.56032 -8.65310 -0.55427
C 1.45405 -9.58824 -1.23761
P -0.61287 -9.41773 0.44696
O 0.34776 -9.94065 1.49822
N -1.39542 -8.26675 1.49865
C -0.72653 -7.02188 1.80287
C -1.87917 -8.89585 2.72469
N -1.88693 -9.16719 -0.78251
C -2.99235 -8.23364 -0.61398
C -2.41664 -10.46200 -1.25959
H -0.17697 -7.78144 -2.35108
H 1.27651 -7.04196 -1.66226
H -0.27429 -6.74018 -0.92553
H 0.95446 -10.06826 -2.09341
H 1.79316 -10.37263 -0.56100
H 2.34990 -9.07913 -1.59739
H 0.33095 -7.13896 2.07153
H -1.23118 -6.50128 2.62050
H -0.79266 -6.34587 0.94757
H -1.07891 -9.05711 3.45463
H -2.33123 -9.86796 2.50673
H -2.65421 -8.27606 3.18427
H -3.66509 -8.51188 0.20172
H -3.58001 -8.19747 -1.53742
H -2.63582 -7.21952 -0.45010
H -3.03232 -10.95385 -0.49865
H -1.59066 -11.13537 -1.51195
H -3.01266 -10.33368 -2.16472
C 8.24146 -8.38156 1.07200
N 7.15326 -8.72350 0.18192
C 7.64259 -9.62237 -0.85956
P 5.92638 -7.64280 -0.35572
O 4.83433 -8.66955 -0.57894
N 5.14760 -6.88610 1.00743
C 5.17955 -7.55286 2.30210
C 3.77513 -6.47814 0.70699
N 7.06599 -6.27275 -0.48722
C 7.03957 -5.11353 0.39468
C 7.15242 -5.79996 -1.88547
H 9.05563 -7.84628 0.56235
H 8.66226 -9.29459 1.50036
H 7.91971 -7.77414 1.91476
H 8.32361 -9.10430 -1.55135
H 6.81604 -10.03171 -1.44114
H 8.17244 -10.47180 -0.42369
H 4.91772 -8.61519 2.23861
H 4.48514 -7.07406 2.99546
H 6.16108 -7.46076 2.77060
H 3.07171 -7.31816 0.74070
H 3.71551 -6.03346 -0.29198
H 3.44592 -5.71630 1.41867
H 6.12476 -4.52261 0.29930
H 7.88771 -4.46488 0.15069
H 7.16994 -5.40054 1.43487
H 6.24093 -5.27642 -2.19369
H 7.29794 -6.64954 -2.56113
H 8.00468 -5.13253 -2.02316
C 3.84023 4.85290 -7.32867
N 5.10422 4.83421 -6.62421
C 5.65055 3.48002 -6.64377
P 5.45472 5.70201 -5.17975
O 6.94983 5.84491 -5.38845
N 5.10166 7.39799 -5.38653
C 5.09817 7.96137 -6.72874
C 5.90574 8.24343 -4.50851
N 3.82054 5.42857 -4.51393
C 2.82942 6.48248 -4.34380
C 3.89217 4.64493 -3.26215
H 3.08224 4.20952 -6.85945
H 3.98821 4.49869 -8.35182
H 3.42151 5.85309 -7.41397
H 5.05415 2.79635 -6.02151
H 6.67590 3.46800 -6.27310
H 5.67861 3.08597 -7.66172
H 5.97701 7.66681 -7.31447
H 5.06975 9.05222 -6.68539
H 4.19944 7.67346 -7.27673
H 6.92464 8.38453 -4.88396
H 5.97752 7.80335 -3.50923
H 5.43420 9.22324 -4.39577
H 3.13145 7.24243 -3.61773
H 1.89378 6.03359 -3.99342
H 2.59554 6.96695 -5.28841
H 4.30249 5.23997 -2.43840
H 4.53722 3.77059 -3.40079
H 2.90976 4.27234 -2.97277
*
```